{"formula": "C48H68O24S4", "method": "ωB97M-V/def2-TZVPD", "charge": 0, "total_energy_ha": -5268.2298, "symbols": ["S", "S", "S", "S", "O", "O", "O", "O", "O", "O", "O", "O", "O", "O", "O", "O", "O", "O", "O", "O", "O", "O", "O", "O", "O", "O", "O", "O", "C", "C", "C", "C", "C", "C", "C", "C", "C", "C", "C", "C", "C", "C", "C", "C", "C", "C", "C", "C", "C", "C", "C", "C", "C", "C", "C", "C", "C", "C", "C", "C", "C", "C", "C", "C", "C", "C", "C", "C", "C", "C", "C", "C", "C", "C", "C", "C", "H", "H", "H", "H", "H", "H", "H", "H", "H", "H", "H", "H", "H", "H", "H", "H", "H", "H", "H", "H", "H", "H", "H", "H", "H", "H", "H", "H", "H", "H", "H", "H", "H", "H", "H", "H", "H", "H", "H", "H", "H", "H", "H", "H", "H", "H", "H", "H", "H", "H", "H", "H", "H", "H", "H", "H", "H", "H", "H", "H", "H", "H", "H", "H", "H", "H", "H", "H"], "positions_angstrom": [[-28.88363, 2.28617, 13.25890], [-26.53011, 0.86027, 2.06186], [-24.97282, -4.46949, 7.86215], [-27.46299, 2.25888, 6.76463], [-23.95506, 6.37316, 1.23170], [-23.69917, 0.25459, 4.97058], [-33.31136, -1.41124, 1.69106], [-24.90116, -2.85780, 7.52626], [-27.31460, 2.14035, 1.72156], [-29.75500, 3.33570, 12.82867], [-27.77133, 5.76762, 5.22144], [-21.70824, 4.35362, 7.92525], [-28.70462, -4.99493, 9.15469], [-27.31764, -0.23675, 2.56713], [-23.73451, -5.06979, 7.47064], [-26.19473, -5.00733, 7.39392], [-26.31984, 3.06338, 7.45980], [-29.31587, 0.95451, 13.02316], [-21.31099, -0.25153, 9.67336], [-29.49670, 0.31497, 5.30072], [-28.52526, 2.26072, 14.76234], [-25.25728, 8.57679, 10.65752], [-26.12240, -0.10295, 12.24136], [-27.89444, 3.19186, 5.72680], [-26.80850, 1.01837, 6.37586], [-28.47524, 0.37011, 10.44682], [-25.42416, 1.24567, 2.87291], [-28.95656, 4.37592, 10.36830], [-28.26943, -1.35581, 8.86557], [-29.47498, 2.46498, 16.94746], [-22.40361, 1.02751, 6.77064], [-21.91229, 2.08244, 7.55327], [-31.47915, 0.75554, 4.08518], [-29.02332, 3.29205, 15.72638], [-23.55885, -0.76491, 9.78566], [-23.08302, 3.67962, 6.09265], [-30.32844, -1.33018, 3.68047], [-25.48799, 2.40377, 8.43051], [-27.61313, 5.97420, 9.30101], [-26.48676, 7.07241, 3.82214], [-29.20279, 3.49924, 1.61174], [-26.76944, 7.03901, 11.73961], [-32.38959, -0.90582, 2.58860], [-24.88403, 3.33945, 9.49067], [-28.77830, 1.97738, 7.94677], [-28.77328, -0.93402, 10.08746], [-28.11805, 5.46294, 10.44807], [-27.69990, 6.03277, 11.65299], [-26.91596, 5.79224, 4.14212], [-24.90646, -4.29951, 9.59326], [-30.41942, -0.12611, 4.37615], [-24.98014, 6.11631, 2.16769], [-26.66071, 7.03662, 9.35826], [-25.89885, 0.35892, 0.55935], [-24.80926, -0.71181, 10.42551], [-25.45955, 4.81920, 2.42946], [-29.40979, -3.16571, 10.49721], [-25.56793, 7.25860, 2.83553], [-31.29417, -1.71751, 2.82385], [-26.20795, 7.61510, 10.58379], [-23.25011, 1.30798, 5.66499], [-26.14429, -2.11080, 5.51102], [-24.83688, -2.53735, 6.09804], [-23.62443, 2.58897, 5.39716], [-24.90192, -0.15172, 11.66272], [-28.68346, 2.24484, 2.35679], [-32.46401, 0.35281, 3.18072], [-27.29106, 2.65760, 12.71888], [-22.20641, 3.40607, 7.15029], [-22.49800, -0.14882, 10.33757], [-22.58549, 0.50658, 11.56437], [-26.49585, 4.68431, 3.39082], [-28.23974, -2.69194, 8.46375], [-28.76744, -3.64483, 9.30317], [-23.78488, 0.50766, 12.21144], [-29.35888, -1.88227, 10.95848], [-33.33118, 0.96001, 2.82341], [-29.39295, -1.92243, 3.68841], [-25.95844, -1.96690, 4.46420], [-25.69048, -3.63072, 9.91268], [-23.85737, 1.01382, 13.17557], [-29.84571, 3.23424, 17.59619], [-29.14799, 2.97084, 8.28255], [-28.56922, 0.07907, 4.99964], [-28.87957, 3.24523, 0.55774], [-23.20528, 4.74606, 5.90132], [-28.11158, 4.86728, 5.40673], [-26.13772, 1.65944, 8.95374], [-26.64277, -1.20929, 5.84733], [-26.36429, 7.36816, 12.70788], [-24.27538, 2.67687, 10.15022], [-27.24325, 2.60817, 11.62033], [-25.24441, 8.20868, 2.58360], [-30.35732, 1.90591, 16.64477], [-26.87729, 7.92008, 4.34124], [-24.28045, 0.75096, 4.38498], [-25.09698, 0.99328, 0.16280], [-21.15962, 1.91594, 8.34574], [-24.71388, 1.90352, 7.86655], [-29.75571, -1.53408, 11.91789], [-29.93775, 3.64879, 15.25474], [-24.94302, -5.24303, 10.14276], [-29.54086, 1.46817, 7.30539], [-23.45035, -1.28339, 8.83267], [-28.59146, 4.34605, 2.00702], [-27.70843, -0.69888, 8.23394], [-27.72013, -2.88344, 7.55270], [-24.19479, -1.67350, 6.02572], [-25.05949, 8.85382, 9.75041], [-26.68225, 1.96591, 13.28680], [-26.84034, -2.95888, 5.58256], [-28.05699, -5.12770, 8.41411], [-25.59094, -0.65186, 0.80046], [-29.10646, 1.29072, 2.29973], [-26.75015, 0.38706, -0.12678], [-20.68241, 0.38347, 10.01180], [-27.88245, 5.58624, 8.33519], [-31.52575, 1.74316, 4.55756], [-21.63654, 5.15844, 7.45637], [-24.30214, 4.17531, 8.96018], [-31.30688, -2.64440, 2.26946], [-34.01664, -0.75191, 1.59867], [-24.43251, -3.26506, 5.35014], [-30.27359, 3.65374, 1.56459], [-28.80126, 0.57309, 11.36180], [-26.27829, 7.46573, 8.42318], [-25.58515, -1.40252, 10.05518], [-28.29262, 1.35521, 8.72949], [-26.87209, 3.69203, 3.61952], [-28.43486, 2.39365, 3.37634], [-23.90161, -3.93445, 9.69890], [-27.14536, 3.69147, 13.02659], [-28.24317, 5.81730, 12.56647], [-29.75894, -3.95597, 11.22831], [-23.25833, 5.74537, 1.31032], [-26.70682, -0.53774, 11.67096], [-25.68276, 3.76659, 10.08118], [-28.20655, 4.01027, 16.05011], [-24.37964, 2.68819, 4.65568], [-25.03022, 3.99081, 1.85339], [-22.15933, 0.00372, 7.03798], [-29.30325, 4.14888, 11.22830], [-21.72778, 1.06612, 11.89818], [-28.74008, 1.85392, 17.40528]], "atomic_forces_ev_per_a": [[0.44, 0.27, 0.05], [0.95, -0.83, 1.31], [1.81, 1.49, 0.20], [1.08, 0.33, -1.27], [-1.67, 0.83, 0.48], [-0.57, 0.35, -0.64], [-0.19, 0.87, 0.39], [-0.11, -2.01, -0.49], [-1.12, -0.44, -0.04], [-0.62, 0.61, 0.56], [-0.19, -0.40, -0.54], [1.04, 0.63, 1.89], [0.99, 0.19, -1.36], [-0.66, 0.71, -0.22], [-0.24, -0.10, -0.41], [-1.38, -0.48, -0.52], [-0.40, 1.43, 0.76], [-0.10, -1.21, -0.89], [0.29, -0.19, -0.44], [1.48, -0.61, -0.82], [-0.31, 1.39, 1.75], [0.00, 0.21, -0.27], [1.18, 0.97, 2.42], [-0.25, -1.50, 0.82], [-1.39, 0.39, 0.02], [-0.47, -0.16, 0.90], [0.88, 0.51, 0.79], [0.33, 0.55, -0.68], [0.19, -0.19, 0.38], [-1.03, 1.44, -1.49], [0.00, 1.01, 0.25], [0.17, -0.17, -1.25], [0.04, -0.41, 0.11], [0.37, -1.82, 0.73], [-1.73, -0.59, -0.78], [1.01, -0.61, 0.95], [2.30, -0.05, 0.77], [-0.27, -0.87, 1.16], [1.83, 1.77, -0.85], [0.18, -0.27, -0.40], [1.33, -1.32, -0.76], [1.44, 1.10, -0.13], [0.08, 0.02, -0.11], [0.30, 0.22, -1.48], [0.55, 0.27, -0.98], [0.62, -0.27, 0.01], [-0.18, -0.43, 0.94], [-0.90, -0.07, 0.53], [-0.56, -0.50, 0.39], [-0.01, -0.24, 0.26], [-0.64, 1.11, -0.34], [-0.33, 0.51, 0.40], [-0.10, 0.44, 0.60], [-0.25, 0.09, -1.42], [1.13, -1.93, -0.93], [-0.16, 1.65, 0.02], [0.43, -2.77, 0.87], [1.01, -3.18, -0.97], [-1.55, -0.33, -1.00], [-1.50, -2.42, -1.09], [2.03, -0.75, 3.03], [-1.21, -1.05, 0.01], [0.24, 1.11, -0.88], [0.12, 1.16, -0.02], [0.34, 1.08, -0.18], [1.25, 2.12, -0.74], [-0.97, -0.19, -0.82], [0.13, 0.13, -0.84], [-1.20, -2.31, -0.76], [1.39, 0.50, 0.45], [0.04, -0.08, -0.99], [0.76, 0.08, 0.28], [-0.26, 0.40, 0.53], [-1.21, 0.90, 1.88], [-1.06, 0.16, 1.09], [0.13, 1.66, -0.95], [0.90, -0.06, 0.80], [-0.64, 0.34, 0.53], [0.06, 0.14, -0.73], [-0.06, 0.25, 0.23], [-0.20, -0.14, -0.23], [-0.10, 0.21, 1.00], [0.40, -0.74, -0.01], [-1.38, 0.25, 0.55], [-0.43, 0.83, 0.91], [-0.67, -0.36, -0.41], [0.57, 0.35, -0.18], [0.69, 0.24, -0.31], [0.36, 0.13, 0.58], [-0.59, -0.03, -0.35], [-0.07, 0.71, -0.55], [0.26, -0.27, 0.41], [0.70, 1.70, -0.52], [0.16, -0.40, 0.08], [-0.29, 0.28, 0.38], [-0.83, -1.10, -1.13], [-0.20, -0.19, 0.41], [-0.80, 0.13, -0.46], [0.18, -0.29, 0.02], [0.11, -0.46, -0.30], [0.46, 0.96, 0.15], [-0.29, -0.09, -0.54], [0.60, 0.10, 0.85], [-0.05, 0.12, 0.26], [-0.88, -0.42, -0.56], [0.04, 0.64, -0.20], [0.11, -0.51, -0.43], [0.51, 0.06, 0.33], [0.07, 0.02, 0.32], [0.53, -0.03, -0.51], [-0.09, 0.24, -0.13], [-0.69, -0.29, 0.73], [0.27, -0.18, -0.48], [-1.26, -1.16, -0.71], [0.26, -0.40, -0.13], [0.23, 0.15, 0.22], [-0.10, -0.12, -0.22], [0.11, -0.46, -0.14], [0.04, 1.45, -0.69], [-0.58, -1.29, 1.11], [0.46, -0.16, 0.08], [0.14, -0.34, -0.08], [0.02, -0.28, 1.58], [-0.09, 0.06, 0.55], [0.00, -0.45, -0.80], [-0.16, -0.34, 0.23], [0.01, 0.89, -0.03], [-0.97, 0.56, -0.43], [0.15, 0.30, 0.10], [-0.27, 0.48, 1.18], [0.28, 0.66, 0.53], [0.19, 0.00, 0.03], [0.18, -0.56, 0.09], [0.20, 0.88, -1.13], [0.65, -0.90, 0.22], [-1.70, -0.97, -1.30], [-0.15, 0.35, 0.20], [-1.03, -0.69, -1.11], [-0.44, 0.61, -0.74], [-0.41, 0.14, 0.45], [-0.02, 0.09, -0.17], [-0.34, -0.10, 0.68], [0.11, 0.00, 0.44], [0.75, -0.42, 0.30]], "mulliken_charge": [1.356, 1.215, 1.376, 0.277, -0.588, -0.583, -0.558, -0.234, -0.183, -0.880, -0.752, -0.531, -0.657, -0.653, -0.688, -0.689, -0.040, -0.886, -0.564, 0.499, -0.250, -0.557, -0.602, -0.526, 0.221, 0.241, -0.840, -0.371, 0.212, -1.294, -0.478, -0.428, -0.482, -0.229, -0.125, -0.446, -0.099, 1.806, -0.364, -0.402, -1.176, -0.558, 0.825, -1.035, 0.464, -0.129, -0.146, -0.244, 0.305, -0.678, -0.232, 0.316, -0.432, -1.338, 0.779, -0.844, -0.491, -0.694, -0.704, 0.563, 0.123, -0.953, -0.517, 0.123, 0.573, -0.033, -0.638, -0.575, 0.485, 0.558, -0.907, -0.028, -0.688, 0.428, -0.760, -1.119, 0.181, 0.369, 0.591, 0.026, 0.363, 0.406, 0.357, -0.215, 0.285, 0.241, 0.496, -0.145, 0.078, 0.362, 0.077, -0.200, 0.531, 0.324, 0.484, 0.338, 0.312, 0.358, -1.179, 0.511, 0.370, 0.510, 0.403, 0.489, 0.197, 0.532, 0.598, 0.023, 0.293, 0.492, 0.501, 0.384, 0.423, 0.825, 0.382, 0.351, 0.475, 0.430, 0.357, 0.270, 0.430, 0.289, 0.377, 0.400, 0.218, 0.267, -0.788, -1.155, 0.483, -0.037, 0.318, 0.433, 0.574, 0.275, 0.303, 0.221, 0.089, 0.304, 0.062, 0.371, 0.534, 0.270, 0.309, 0.351]}